C7H10N | the ωB97M-V functional and the def2-TZVPD basis

Atoms and positions in Å:
C -2.025 0.734 0.359
C -1.127 1.318 -0.530
C -1.140 -1.269 -0.633
C -2.061 -0.641 0.434
C 0.260 0.901 -0.721
C 0.334 -0.717 -0.897
C 2.379 -0.032 0.375
N 0.884 -0.058 0.227
H -2.825 1.249 0.849
H -1.363 2.113 -1.093
H -1.050 -2.318 -0.554
H -1.539 -1.084 -1.576
H -2.803 -1.027 1.126
H 1.049 1.355 -1.339
H 2.613 -0.891 0.854
H 2.964 0.008 -0.504
H 2.828 0.892 0.767
H 0.633 -0.297 1.204

The LUMO energy (alpha / beta) is -5.8101 / -5.8104 eV. As for the charge: +1. The calculation puts the largest force on an atom at 4.83 eV/A. Its HOMO energy (alpha / beta) is -13.15 / -13.15 eV. The electronic energy is -327.01493 Eh. The molar mass is 108.16 g mol⁻¹. As for the spin multiplicity: 1. The gap between HOMO and LUMO (alpha / beta) comes out at 7.34 / 7.34 eV.